(1)
The following is a DFT calculation (wB97M-V/def2-TZVPD) of a 9-piece molecular cluster, C31H64F3N9O12P overall.

Values from the calculation:
orbital gap = 6.50 eV
energy = -88604.49575 eV
charge = +1

Geometry (Å):
O: 2.36623 -1.50030 1.63140
P: 2.88152 -0.33040 0.93201
O: 3.30651 -0.80139 -0.56518
O: 4.16607 0.27595 1.61304
C: 1.58689 1.00654 0.81144
C: 0.91166 1.38484 1.96660
C: -0.06812 2.37360 1.85450
C: -0.32338 2.93386 0.60772
C: -1.39442 4.00869 0.45010
O: -2.60815 3.68668 1.12337
C: -3.25525 2.60225 0.59340
F: -3.08411 1.57790 1.44621
F: -2.89171 2.28420 -0.65181
F: -4.56253 2.87621 0.54987
C: 0.36660 2.53471 -0.49793
N: 1.29376 1.58199 -0.36161
H: 2.48070 -0.97701 -1.04343
H: 4.80129 0.54760 0.88377
H: 1.14620 0.92516 2.94070
H: -0.61827 2.70107 2.73423
H: -1.52268 4.29437 -0.60042
H: -0.99895 4.90672 0.94492
H: 0.13917 2.98633 -1.45876
H: 1.77900 1.29915 -1.20981
C: 6.63088 1.83227 2.02501
O: 6.48991 1.14265 1.01848
N: 7.78987 2.32459 2.45438
C: 7.88434 3.13042 3.65750
C: 9.00444 2.04541 1.69470
H: 5.77715 2.09740 2.66899
H: 8.28558 4.11342 3.40480
H: 8.55206 2.64423 4.36838
H: 6.90284 3.25219 4.11527
H: 8.89160 2.42989 0.67956
H: 9.15546 0.96709 1.64166
H: 9.86478 2.51447 2.17612
C: -3.11114 -1.06842 -1.90199
O: -2.46259 -1.79208 -2.63747
N: -4.43974 -1.12510 -1.71890
C: -5.11920 -0.21507 -0.81738
C: -5.22064 -2.12098 -2.43905
H: -2.63075 -0.27366 -1.30130
H: -5.62309 -0.78528 -0.03515
H: -5.85774 0.36432 -1.37404
H: -4.40479 0.46271 -0.36243
H: -4.85977 -3.11858 -2.18167
H: -5.09426 -1.97364 -3.51286
H: -6.27595 -2.02753 -2.17606
C: 0.56074 -1.86447 3.94901
O: 0.84859 -0.69060 4.12137
N: 0.02354 -2.68586 4.86012
C: -0.28610 -4.07089 4.55836
C: -0.25713 -2.17312 6.19268
H: 0.73244 -2.34098 2.97395
H: -1.35425 -4.24466 4.70012
H: 0.27564 -4.72413 5.22815
H: -0.02174 -4.30595 3.52935
H: -0.95420 -1.33726 6.12259
H: 0.66674 -1.81445 6.64751
H: -0.68803 -2.95598 6.81139
C: -9.31248 -1.90208 -2.58104
O: -8.14600 -1.70331 -2.27176
N: -9.80083 -1.81389 -3.82480
C: -11.20129 -2.06295 -4.12769
C: -8.89835 -1.45691 -4.90623
H: -10.07326 -2.17790 -1.83405
H: -11.27956 -2.88747 -4.83599
H: -11.63904 -1.16695 -4.57032
H: -11.75191 -2.31826 -3.22497
H: -8.09474 -2.19216 -4.96911
H: -8.45638 -0.47989 -4.70561
H: -9.43951 -1.42625 -5.84849
C: 11.42797 4.43522 3.80277
O: 11.16922 3.32294 3.36898
N: 12.06894 5.39520 3.11991
C: 12.34711 6.69845 3.69569
C: 12.49930 5.11769 1.75801
H: 11.14549 4.74232 4.82295
H: 11.86836 7.47277 3.09346
H: 13.42475 6.86896 3.70776
H: 11.96791 6.75598 4.71399
H: 11.63276 4.86612 1.14520
H: 13.18053 4.26640 1.75716
H: 13.00089 5.98693 1.34070
C: -12.70062 -5.27555 -6.05081
O: -13.30132 -4.21926 -5.98329
N: -12.29717 -5.86124 -7.19392
C: -11.58425 -7.12412 -7.20489
C: -12.58862 -5.20264 -8.45666
H: -12.43264 -5.85344 -5.14975
H: -10.60779 -6.98848 -7.67440
H: -12.15529 -7.86116 -7.77273
H: -11.44162 -7.49164 -6.19055
H: -12.12882 -4.21358 -8.46748
H: -13.66692 -5.08174 -8.56497
H: -12.20261 -5.79356 -9.28363
C: 2.87678 5.51859 0.47675
O: 1.65727 5.56046 0.43119
N: 3.60242 5.28055 1.57960
C: 5.05333 5.25756 1.55294
C: 2.91409 5.04221 2.83821
H: 3.49591 5.68869 -0.41886
H: 5.40713 4.28036 1.87623
H: 5.44223 6.02178 2.22855
H: 5.42153 5.45275 0.54766
H: 2.26286 4.17229 2.73905
H: 2.29851 5.90714 3.08742
H: 3.63596 4.86771 3.63205
C: 3.97283 -5.10848 -0.61724
O: 4.55580 -5.83991 -1.39055
N: 2.63607 -5.09037 -0.42862
C: 2.00612 -4.18688 0.51319
C: 1.81011 -6.00715 -1.19688
H: 4.50860 -4.37644 0.01204
H: 1.46536 -4.76740 1.26619
H: 1.30182 -3.54239 -0.01934
H: 2.74629 -3.56931 1.00730
H: 2.11194 -7.03416 -0.98747
H: 1.94851 -5.81919 -2.26238
H: 0.76269 -5.87405 -0.93598


(2)
The following is a DFT calculation (wB97M-V/def2-TZVPD) of one molecule with the formula C5H8O.

Values from the calculation:
orbital gap = 8.22 eV
energy = -7357.81081 eV
charge = 0
energy above the lowest of the compared OMol25 structures with the same formula, charge and spin = 102.5 kcal/mol

Geometry (Å):
C: 1.52059 0.36238 -0.35449
C: 0.70640 0.66851 0.68359
C: -0.75426 0.92069 0.45306
C: -1.33972 -0.24125 -0.40968
O: -0.71242 -1.43060 0.02111
C: 0.52393 -1.53895 -0.48101
H: 1.28688 0.64807 -1.37312
H: 2.53802 0.02113 -0.18852
H: 1.03357 0.45710 1.69886
H: -0.93408 1.85914 -0.08480
H: -1.28924 0.98414 1.40512
H: -1.10078 -0.08736 -1.46702
H: -2.41975 -0.34013 -0.27334
H: 1.04847 -2.20849 0.23611


(3)
The following is a DFT calculation (wB97M-V/def2-TZVPD) of one molecule with the formula C4H7NO2.

Values from the calculation:
orbital gap = 8.93 eV
energy = -9843.77694 eV
charge = 0
energy above the lowest of the compared OMol25 structures with the same formula, charge and spin = 80.8 kcal/mol

Geometry (Å):
C: 1.55952 0.89857 -1.64940
C: -0.22753 1.22541 -0.25977
N: 0.76845 0.37629 -0.54180
O: -1.12490 0.88450 0.66376
C: -0.97390 -0.22163 1.55252
C: -1.39350 -1.50321 0.86215
O: -0.60012 -2.30052 0.41770
H: 1.39331 1.97500 -1.61498
H: 2.62409 0.68151 -1.54699
H: 1.15731 0.52467 -2.59478
H: 0.88947 -0.61555 -0.30755
H: 0.06099 -0.29156 1.90281
H: -1.65059 0.02703 2.37297
H: -2.48262 -1.66051 0.74337


(4)
The following is a DFT calculation (wB97M-V/def2-TZVPD) of one molecule with the formula C2H4N4.

Values from the calculation:
structure (SMILES) = [H]/N=C(\N)N1C=N1
orbital gap = 10.57 eV
energy = -8096.00416 eV
charge = 0
energy above the lowest of the compared OMol25 structures with the same formula, charge and spin = 76.3 kcal/mol

Geometry (Å):
N: 0.19748 -1.12558 -1.23359
C: -0.07408 -0.42845 -0.06078
N: 0.50640 0.90476 -0.10958
C: -0.14664 1.92519 0.63481
N: 0.69476 1.41221 1.38048
N: -0.66023 -0.83897 0.98698
H: 0.37629 -2.11399 -1.09723
H: 0.86153 -0.68028 -1.85364
H: -0.82763 2.75759 0.48252
H: -0.92790 -1.81248 0.87005


(5)
The following is a DFT calculation (wB97M-V/def2-TZVPD) of one molecule with the formula C4H8N2.

Values from the calculation:
structure (SMILES) = C1N[C@H]1[C@H]1CN1
orbital gap = 10.51 eV
energy = -7255.31730 eV
charge = 0
energy above the lowest of the compared OMol25 structures with the same formula, charge and spin = 59.0 kcal/mol

Geometry (Å):
C: 1.87898 0.03508 -0.19953
N: 1.56486 -1.25904 0.37334
C: 0.60914 -0.64276 -0.54560
C: -0.56992 0.26024 -0.27675
C: -1.98268 0.00000 0.06625
N: -1.05785 0.54878 1.06209
H: 2.67531 0.14932 -0.92457
H: 1.73070 0.91076 0.43538
H: 1.35670 -1.16490 1.36146
H: 0.52415 -1.20867 -1.47573
H: -0.46018 1.13158 -0.93056
H: -2.38021 -0.98733 0.27794
H: -2.69784 0.67687 -0.40140
H: -1.19117 1.55007 1.17768


(6)
The following is a DFT calculation (wB97M-V/def2-TZVPD) of a 7-piece molecular cluster, C27H61BF9O6 overall.

Values from the calculation:
orbital gap = 7.16 eV
energy = -66397.63900 eV
charge = -1

Geometry (Å):
C: -3.96702 3.24777 -2.90274
C: -4.00680 2.74207 -4.46162
C: -4.22805 1.12930 -4.66210
C: -3.11297 0.18032 -3.91727
C: -1.78541 -0.15960 -4.81713
C: -0.35632 0.28193 -4.14220
C: -0.21396 -0.07120 -2.54217
C: 1.19095 -0.81219 -2.12594
C: 1.48268 -0.50837 -0.50925
B: 0.17337 -0.89774 0.44944
C: -0.66328 0.48577 0.89630
C: -1.46583 0.13448 2.27351
C: -2.77596 1.03242 2.60942
F: -3.01671 1.02464 4.10038
F: -4.00877 0.38100 2.02828
C: -2.75821 2.59278 2.14780
F: -2.79574 2.79814 0.65079
F: -4.07856 3.16814 2.61336
C: -1.61021 3.54033 2.82188
F: -2.28517 4.49568 3.77885
F: -0.57838 2.84361 3.61672
C: -0.81134 4.51892 1.74481
F: -0.02826 3.78231 0.72707
F: -1.71305 5.57066 1.19147
F: 0.20180 5.26647 2.58043
H: -4.66850 2.63405 -2.17801
H: -4.15116 4.40567 -2.85622
H: -2.85367 3.07960 -2.50958
H: -4.92503 3.27952 -4.98158
H: -3.02132 3.02734 -5.04669
H: -5.28351 0.82471 -4.19789
H: -4.26168 0.83013 -5.79521
H: -2.88226 0.67708 -2.87433
H: -3.61965 -0.86873 -3.66259
H: -1.78483 -1.31336 -5.03980
H: -1.86380 0.38033 -5.87097
H: 0.53447 -0.14431 -4.80540
H: -0.28962 1.46969 -4.24072
H: -1.08429 -0.82664 -2.28456
H: -0.26683 0.93878 -1.94967
H: 1.14506 -2.00067 -2.21918
H: 2.08108 -0.46919 -2.81653
H: 2.41111 -1.16915 -0.22580
H: 1.69536 0.65828 -0.44653
H: -0.54583 -1.68024 -0.09202
H: 0.57402 -1.38894 1.45901
H: 0.17515 1.26866 1.16939
H: -1.32891 0.78705 -0.01756
H: -0.68851 0.24945 3.16689
H: -1.79980 -1.01026 2.30910
C: 6.09718 -0.83214 -0.77307
C: 5.05999 -1.79750 -1.30867
O: 4.95488 -1.66342 -2.71839
H: 5.82855 0.19929 -1.02375
H: 6.18718 -0.91971 0.31335
H: 7.07572 -1.02505 -1.22479
H: 4.07942 -1.58725 -0.87155
H: 5.32825 -2.83200 -1.07324
H: 5.82862 -1.86043 -3.09757
C: -0.36986 -5.43249 3.45956
C: 0.10989 -4.01812 3.20661
O: -0.12429 -3.66150 1.85224
H: 0.14706 -6.13775 2.80058
H: -0.19234 -5.72455 4.49843
H: -1.43988 -5.52264 3.24569
H: 1.18359 -3.93767 3.40022
H: -0.41174 -3.30542 3.85277
H: -1.08147 -3.72800 1.69288
C: 1.32586 -6.32644 -2.25805
C: 0.62601 -5.22780 -1.48489
O: 0.42294 -4.09915 -2.32230
H: 2.29034 -5.97466 -2.63868
H: 1.49401 -7.20237 -1.62517
H: 0.73149 -6.62777 -3.12679
H: 1.23319 -4.91437 -0.63056
H: -0.34504 -5.56781 -1.11203
H: -0.12433 -4.38608 -3.07342
C: 2.82473 6.09503 5.32185
C: 3.76080 6.12945 4.13140
O: 3.47281 5.04865 3.25659
H: 2.92560 5.14877 5.86339
H: 3.03667 6.91942 6.00853
H: 1.78167 6.16611 4.99662
H: 4.80039 6.03599 4.45899
H: 3.65647 7.06731 3.57724
H: 2.55008 5.14560 2.96473
C: 3.68243 -9.37952 0.81471
C: 2.64524 -10.34488 0.27910
O: 2.54013 -10.21080 -1.13062
H: 3.41380 -8.34809 0.56403
H: 3.77243 -9.46709 1.90112
H: 4.66097 -9.57243 0.36299
H: 1.66467 -10.13463 0.71622
H: 2.91350 -11.37938 0.51454
H: 3.41387 -10.40781 -1.50980
C: -4.16762 8.73803 1.98615
C: -3.31838 8.44178 0.76729
O: -3.64131 9.34479 -0.27991
H: -5.23189 8.65203 1.74370
H: -3.93405 8.04743 2.80137
H: -4.00208 9.76300 2.33376
H: -3.50311 7.42440 0.41006
H: -2.25311 8.53840 0.99843
H: -3.46577 10.24477 0.04450


no.,highest occupied orbital energy (Eh)
1,-0.3833
2,-0.2769
3,-0.3124
4,-0.3525
5,-0.3466
6,-0.1826